# 1
{"formula": "C17H15F3N2", "method": "the ωB97M-V functional and the def2-TZVPD basis", "symbols": ["C", "C", "C", "C", "C", "C", "C", "C", "N", "C", "C", "F", "C", "N", "C", "C", "C", "C", "F", "C", "F", "C", "H", "H", "H", "H", "H", "H", "H", "H", "H", "H", "H", "H", "H", "H", "H"], "xyz": [[2.90956, 2.11083, -0.42089], [1.42704, 1.94170, -0.50282], [0.56948, 3.07782, -0.63094], [1.03019, 4.41572, -0.86656], [0.14831, 5.50771, -0.94821], [-1.22329, 5.30171, -0.79344], [-1.71615, 3.99658, -0.60397], [-0.81217, 2.90472, -0.52079], [-1.34988, 1.69006, -0.40449], [-0.61757, 0.59137, -0.40280], [-1.27038, -0.67405, -0.42306], [-2.62972, -0.76427, -0.40787], [-0.53136, -1.85389, -0.35350], [-1.18328, -3.04936, -0.05960], [-0.60398, -4.10850, 0.76517], [-1.71845, -5.11848, 0.96047], [-0.07043, -3.67719, 2.10719], [0.85809, -1.77759, -0.46533], [1.62764, -2.90718, -0.54083], [1.50680, -0.54996, -0.46593], [2.86075, -0.63440, -0.51853], [0.79908, 0.66645, -0.44753], [3.26637, 3.15860, -0.38750], [3.42763, 1.55300, -1.24655], [3.23033, 1.63754, 0.52056], [2.07675, 4.68843, -1.03079], [0.53770, 6.49603, -1.11921], [-1.89564, 6.15860, -0.88506], [-2.76493, 3.74606, -0.52194], [-2.21868, -3.03097, -0.04622], [0.22729, -4.62698, 0.21226], [-2.04637, -5.58186, 0.02585], [-1.43776, -5.93886, 1.61344], [-2.61193, -4.62338, 1.43682], [0.25371, -4.55471, 2.67649], [0.79051, -3.00791, 2.00035], [-0.84528, -3.16338, 2.69574]], "forces_ev_per_angstrom": [[0.9, -0.5, -0.2], [-1.2, 0.5, -0.3], [1.8, 0.4, 0.0], [-0.4, 1.8, -0.2], [1.5, -2.0, 0.3], [-1.6, -1.7, 0.1], [0.8, 2.0, -0.1], [-0.9, -0.9, -0.1], [-1.2, 0.0, 0.1], [-0.7, 0.4, -0.7], [0.8, -0.5, 0.1], [1.0, 0.1, 0.2], [-2.5, -0.3, 0.9], [-0.4, 0.2, -0.6], [0.3, -1.2, -0.8], [-1.1, 0.0, 0.3], [0.2, 0.6, 0.5], [2.0, 1.1, 0.0], [-0.8, 0.8, 0.1], [0.1, -2.3, 0.0], [-0.5, 0.4, 0.0], [1.4, 0.9, 0.1], [-0.5, -0.7, -0.2], [-0.4, 0.7, 0.7], [0.1, 0.1, -0.3], [-0.3, -0.5, 0.2], [0.1, 0.1, -0.1], [0.1, -0.4, 0.1], [0.0, 0.2, 0.0], [1.3, 0.3, 0.0], [-0.7, 0.6, 0.4], [0.0, 0.2, 0.0], [0.2, 0.0, 0.2], [0.8, -0.4, -0.4], [0.0, 0.1, -0.1], [-0.1, -0.1, 0.1], [0.2, -0.1, -0.2]], "homo_lumo_gap_ev": 6.8395, "spin_multiplicity": 1, "e_lumo_ev": -0.691, "e_homo_ev": -7.53, "e_above_lowest_kcal_mol": 7.2, "mol_weight_g_mol": 304.31}

=====

# 2
{"formula": "C17H15FN4O2S", "method": "the ωB97M-V functional and the def2-TZVPD basis", "symbols": ["C", "N", "C", "C", "C", "C", "N", "C", "C", "C", "C", "F", "C", "C", "C", "C", "C", "C", "C", "N", "N", "C", "S", "O", "O", "H", "H", "H", "H", "H", "H", "H", "H", "H", "H", "H", "H", "H", "H", "H"], "xyz": [[3.68452, 1.96352, 1.45011], [3.23095, 1.44697, 0.15323], [1.89634, 1.38694, -0.19410], [1.30329, 2.59853, -0.51574], [-0.06810, 2.62341, -0.83065], [-0.82783, 1.44684, -0.85071], [-2.15852, 1.59034, -1.18150], [-3.20414, 0.76988, -0.75466], [-4.28088, 0.45739, -1.60274], [-5.25209, -0.46918, -1.17123], [-5.13815, -1.10738, 0.06921], [-5.99262, -2.04770, 0.54845], [-4.07548, -0.76033, 0.89180], [-3.13959, 0.21439, 0.51828], [-0.21266, 0.20404, -0.50307], [1.15731, 0.18507, -0.16730], [1.81352, -1.06658, 0.23761], [3.15902, -1.22895, 0.14141], [3.57141, -2.51716, 0.49048], [2.49949, -3.17140, 0.84555], [1.42625, -2.36425, 0.60679], [0.07226, -2.86960, 0.78279], [4.16685, 0.10099, -0.38868], [5.43698, 0.03842, 0.30954], [4.23391, 0.06698, -1.87680], [3.10120, 2.84172, 1.78086], [4.72152, 2.33719, 1.37438], [3.60357, 1.23168, 2.24469], [1.93023, 3.46029, -0.54713], [-0.55713, 3.55618, -1.12179], [-2.35163, 2.22675, -1.93819], [-4.28005, 0.89386, -2.56714], [-6.04247, -0.80048, -1.86144], [-3.98256, -1.20316, 1.87543], [-2.38900, 0.51540, 1.23748], [-0.80659, -0.68673, -0.46975], [4.60978, -2.86105, 0.50418], [0.06536, -3.74179, 1.43458], [-0.59183, -2.13695, 1.25287], [-0.33246, -3.12408, -0.20710]], "forces_ev_per_angstrom": [[0.2, 1.1, 0.3], [3.1, -1.4, -0.1], [-1.1, 0.0, 0.1], [-1.8, -1.1, -0.5], [1.0, 0.1, -0.1], [1.3, -0.5, 0.8], [-1.0, 0.1, -0.6], [0.1, -0.3, -0.2], [0.2, -1.0, 1.9], [-0.3, -0.5, -0.5], [1.0, 0.8, 0.0], [0.0, 0.4, -0.8], [0.3, 0.6, 0.3], [-1.0, -0.9, 0.1], [0.4, 1.9, -0.2], [-1.7, -0.4, 0.2], [0.4, -1.9, -0.3], [1.9, 1.9, -0.5], [0.1, 1.0, 0.1], [-1.3, -0.8, -0.5], [-0.1, 1.3, 0.7], [-0.2, 0.0, -0.2], [0.8, -0.4, -2.6], [-1.2, 0.5, -0.1], [-0.7, 0.5, 3.3], [-0.1, -0.4, -0.6], [-0.5, -0.5, 0.0], [0.1, -0.3, 0.2], [0.1, 0.6, 0.0], [0.2, -0.2, 0.2], [0.0, 0.0, 0.1], [-0.3, 0.2, -0.9], [0.3, 0.4, 0.4], [-0.2, -0.1, 0.0], [0.1, 0.0, -0.2], [-0.1, -0.3, -0.1], [-0.7, -0.2, 0.2], [0.3, 0.0, -0.2], [0.3, 0.1, -0.1], [0.0, -0.1, 0.3]], "homo_lumo_gap_ev": 8.1539, "spin_multiplicity": 1, "e_lumo_ev": 0.110, "e_homo_ev": -8.04, "e_above_lowest_kcal_mol": 52.8, "mol_weight_g_mol": 358.40}

=====

# 3
{"formula": "C17H15N2PPtS4", "method": "the ωB97M-V functional and the def2-TZVPD basis", "symbols": ["Pt", "N", "P", "C", "C", "C", "C", "C", "C", "C", "C", "C", "C", "C", "C", "C", "C", "C", "C", "C", "N", "H", "H", "H", "H", "H", "H", "H", "H", "H", "H", "H", "H", "H", "H", "H", "S", "S", "S", "S"], "xyz": [[2.19222, -0.11440, 0.48899], [-0.62070, -1.26869, 0.04608], [0.15987, 0.21116, -0.32048], [-0.39440, 0.54425, -2.01448], [-1.73534, 0.76950, -2.32426], [-2.11755, 0.98131, -3.63745], [-1.16181, 0.98632, -4.64607], [0.17481, 0.77774, -4.34316], [0.55873, 0.55426, -3.02752], [-0.78545, 1.41929, 0.65255], [-0.77826, 2.76053, 0.27767], [-1.40964, 3.70768, 1.06577], [-2.05266, 3.32430, 2.23474], [-2.05896, 1.99057, 2.61496], [-1.42444, 1.04109, 1.82979], [0.01437, -2.19954, 0.83029], [-0.55634, -3.44260, 1.12136], [0.15795, -4.32828, 1.89716], [1.41913, -3.97724, 2.37316], [1.91774, -2.73766, 2.04754], [1.22922, -1.86692, 1.29209], [-1.49119, -1.53493, -0.38602], [-2.47867, 0.80314, -1.53493], [-3.15858, 1.15529, -3.87660], [-1.46226, 1.16138, -5.67098], [0.91987, 0.79045, -5.12744], [1.60004, 0.38707, -2.77626], [-0.27852, 3.07028, -0.63300], [-1.39756, 4.74802, 0.76840], [-2.54411, 4.06606, 2.85036], [-2.55395, 1.68801, 3.52841], [-1.42008, 0.00378, 2.14027], [-1.53510, -3.69085, 0.73558], [-0.26394, -5.29683, 2.13108], [2.00221, -4.64860, 2.98473], [2.88125, -2.38253, 2.38777], [3.37726, 0.26704, 2.50730], [5.30976, -0.36621, 2.12419], [5.70773, 0.45362, 0.24178], [4.05735, 0.19313, -0.85336]], "forces_ev_per_angstrom": [[0.5, -1.3, 0.9], [0.1, -0.1, 0.1], [-0.3, 0.2, -0.7], [0.1, -0.1, 0.0], [0.0, 0.0, 0.1], [0.0, 0.0, 0.0], [0.0, 0.0, 0.0], [0.0, 0.0, 0.0], [0.0, -0.1, 0.0], [0.1, 0.0, 0.0], [0.0, 0.0, -0.1], [0.0, 0.0, 0.0], [0.0, 0.0, 0.0], [0.0, 0.0, 0.0], [0.1, 0.0, 0.0], [-0.1, -0.1, -0.2], [0.1, 0.0, 0.1], [0.0, 0.0, 0.0], [0.0, 0.0, -0.1], [0.1, 0.0, 0.1], [-0.1, 0.9, 0.0], [0.0, 0.0, 0.1], [0.0, 0.0, 0.0], [0.0, 0.0, 0.0], [0.0, 0.0, 0.0], [0.0, 0.0, 0.0], [0.0, 0.0, 0.0], [0.0, 0.0, 0.0], [0.0, 0.0, 0.0], [0.0, 0.0, 0.0], [0.0, 0.0, 0.0], [0.0, 0.0, 0.0], [0.0, 0.0, 0.0], [0.0, 0.0, 0.0], [0.0, 0.0, 0.0], [0.0, 0.0, 0.0], [0.4, 0.1, -0.4], [-0.2, -0.5, -0.3], [0.8, 0.9, 1.0], [-1.5, -0.2, -0.5]], "homo_lumo_gap_ev": [5.6716, 5.6684], "spin_multiplicity": 1, "e_lumo_ev": [-0.755, -0.757], "e_homo_ev": [-6.43, -6.43], "mol_weight_g_mol": 601.64}

=====

# 4
{"formula": "C17H16BN4O8", "method": "the ωB97M-V functional and the def2-TZVPD basis", "symbols": ["N", "C", "C", "C", "C", "N", "O", "O", "N", "C", "C", "N", "O", "O", "C", "H", "H", "C", "C", "C", "C", "C", "B", "O", "C", "C", "C", "C", "O", "C", "O", "O", "H", "H", "H", "H", "H", "H", "H", "H", "H", "H", "H", "H", "H", "H"], "xyz": [[-2.18767, 4.70917, -2.09869], [-2.68765, 3.78156, -1.58958], [-3.44012, 2.72703, -0.97223], [-3.35847, 1.33135, -1.47030], [-4.21772, 0.41370, -0.72149], [-4.05335, -0.97823, -0.67905], [-3.58016, -1.74252, -1.49120], [-4.48706, -1.43424, 0.60074], [-4.90785, -0.37289, 1.36531], [-4.77979, 0.72357, 0.54182], [-4.77751, 2.07274, 1.00001], [-4.86224, 2.36324, 2.46275], [-5.88993, 2.13210, 3.10178], [-3.80834, 2.85580, 2.94149], [-4.23629, 3.04882, 0.14880], [-3.24943, 1.05613, -2.50283], [-4.43227, 4.07572, 0.43721], [3.36971, -1.01156, -3.88664], [1.94342, -0.67485, -3.97200], [1.02861, -0.57158, -4.99603], [-0.21067, -0.17945, -4.38150], [-0.02241, -0.05732, -3.01030], [-0.29075, 0.28909, -1.33171], [0.59549, 1.45790, -1.27152], [0.74266, 1.74373, 0.10313], [-0.11988, 0.78568, 0.96164], [-0.15943, 1.16358, 2.39928], [0.24606, -0.69008, 0.66920], [0.27010, -0.91483, -0.71746], [-1.56229, 0.98786, 0.51569], [-1.64059, 0.55174, -0.88486], [1.35414, -0.37903, -2.80873], [3.77589, -1.27455, -4.86514], [3.94999, -0.16706, -3.49712], [3.54249, -1.85387, -3.20778], [1.24372, -0.75805, -6.05582], [-1.15961, -0.00382, -4.87883], [1.79612, 1.65576, 0.45094], [0.40127, 2.78817, 0.23512], [-0.89205, 0.52222, 2.88456], [0.80495, 0.98442, 2.84629], [-0.42350, 2.22067, 2.45745], [1.22423, -0.89562, 1.14009], [-0.51122, -1.38101, 1.08142], [-2.27813, 0.43015, 1.16582], [-1.84214, 2.06402, 0.62346]], "forces_ev_per_angstrom": [[-0.7, -1.8, 1.1], [0.2, 1.6, -1.3], [-0.5, -1.8, -1.2], [-1.5, 1.1, 1.0], [0.5, -1.4, 1.0], [0.3, 1.4, -0.4], [-0.6, 0.3, 1.0], [0.1, 0.3, -1.6], [0.0, 1.9, -1.9], [0.7, -1.4, 2.6], [0.2, 0.6, -0.6], [0.4, 0.8, 0.3], [1.5, 0.1, -0.9], [-2.2, -0.9, -0.7], [-0.1, -1.2, 1.3], [0.9, 0.3, -0.2], [0.7, 0.1, 0.0], [0.8, -0.1, -0.1], [-1.5, 0.3, -0.7], [0.8, -0.2, 0.2], [-0.5, 0.2, 1.3], [1.4, -0.6, 0.1], [1.8, -0.8, -4.8], [-0.6, -0.1, 1.7], [0.2, 0.1, 0.1], [-0.9, 0.1, -0.6], [0.5, -0.2, 0.2], [0.0, 0.1, 0.3], [-0.5, 0.8, 1.0], [-0.2, 0.0, -0.7], [-1.6, 0.8, 2.0], [-0.5, 0.0, -1.1], [-0.1, 0.0, 0.0], [-0.1, -0.1, 0.0], [-0.1, 0.1, -0.1], [-0.2, 0.1, 0.6], [0.2, -0.1, 0.0], [-0.3, 0.1, -0.3], [0.2, -0.2, 0.5], [-0.1, 0.2, 0.4], [0.4, 0.1, 0.4], [-0.1, -0.1, 0.4], [-0.1, -0.1, -0.2], [0.2, 0.3, 0.5], [0.5, 0.0, -0.6], [0.3, -0.6, -0.3]], "homo_lumo_gap_ev": 5.7989, "charge": -1, "spin_multiplicity": 1, "e_lumo_ev": 1.234, "e_homo_ev": -4.56, "e_above_lowest_kcal_mol": 0.0, "mol_weight_g_mol": 415.15}

=====

# 5
{"formula": "C17H16BrNO3S", "method": "the ωB97M-V functional and the def2-TZVPD basis", "symbols": ["O", "C", "C", "O", "C", "O", "C", "S", "C", "C", "C", "C", "C", "C", "C", "C", "C", "C", "Br", "N", "C", "C", "C", "H", "H", "H", "H", "H", "H", "H", "H", "H", "H", "H", "H", "H", "H", "H", "H"], "xyz": [[-2.28677, -3.79621, 4.34730], [-1.69046, -3.04923, 3.51999], [-2.03834, -3.32864, 2.06341], [-1.44931, -2.49863, 0.96405], [-1.60518, -1.17020, 1.04487], [-2.04209, -0.48251, 1.97509], [-1.21784, -0.45171, -0.30741], [-0.68681, 1.36056, 0.08944], [-0.24459, 1.82846, -1.51429], [-1.34083, 1.85744, -2.43971], [-1.05322, 2.01086, -3.78899], [0.27387, 2.19419, -4.19695], [0.54273, 2.52999, -5.54478], [1.88584, 2.67806, -5.92061], [2.91372, 2.65257, -5.02638], [2.63072, 2.36149, -3.64679], [1.29575, 2.08758, -3.30189], [1.11006, 1.79337, -1.95461], [2.54651, 1.19108, -0.83504], [-0.56062, -2.27820, 3.80446], [-0.25409, -1.91884, 5.22800], [1.22452, -2.02117, 5.52477], [0.58698, -0.66500, 5.25044], [-1.68782, -4.29028, 1.86504], [-3.07972, -3.29282, 2.02833], [-2.07801, -0.43149, -1.00998], [-0.32875, -0.93058, -0.79942], [-2.34168, 1.72129, -2.04070], [-1.87624, 2.07961, -4.49742], [-0.21289, 2.78282, -6.33949], [2.17273, 2.93734, -6.92073], [3.88109, 2.86358, -5.35350], [3.45209, 2.44545, -2.99113], [0.06365, -2.04440, 3.08511], [-1.04567, -1.74181, 5.93442], [1.50691, -2.21677, 6.59411], [1.76953, -2.55926, 4.72953], [0.62900, -0.21105, 4.25208], [0.63526, 0.00307, 6.12937]], "forces_ev_per_angstrom": [[1.2, 2.8, -2.0], [1.5, -1.9, 1.9], [1.4, 2.3, 0.1], [-0.5, 0.0, 1.5], [-0.8, 2.9, -0.1], [0.8, -2.4, -1.7], [1.0, 0.3, 0.6], [-0.8, -1.6, 1.3], [1.5, -1.5, -0.8], [1.5, 0.5, -1.2], [-1.6, 0.0, 1.8], [-1.9, 0.5, -2.4], [1.5, 0.5, -1.3], [-2.0, 0.3, -0.7], [-1.1, -1.1, 4.1], [0.4, 0.9, -4.9], [3.9, 0.3, 1.5], [-3.6, -0.3, 1.6], [-0.7, 0.4, -0.3], [-3.6, -1.6, 2.8], [0.8, 1.3, -1.6], [-0.4, -0.4, 0.7], [1.1, 0.0, -0.4], [0.5, -1.5, -0.5], [-1.7, 0.1, -0.4], [0.5, -0.1, 0.6], [-1.0, 0.3, 0.4], [0.1, 0.2, -0.2], [0.3, -0.1, 0.0], [0.5, -0.7, 1.3], [-0.4, 0.0, -0.6], [1.5, 0.3, -0.3], [0.4, -0.2, 1.0], [0.7, 0.7, -0.9], [-0.4, -1.5, -0.1], [-0.1, 0.2, -1.4], [-0.1, 0.4, 0.8], [0.5, 0.1, 0.6], [-0.6, -0.4, -0.8]], "homo_lumo_gap_ev": 8.1314, "spin_multiplicity": 1, "e_lumo_ev": -0.157, "e_homo_ev": -8.29, "e_above_lowest_kcal_mol": 65.9, "mol_weight_g_mol": 394.29}

=====

# 6
{"formula": "C17H16Cl2Lu", "method": "the ωB97M-V functional and the def2-TZVPD basis", "symbols": ["C", "C", "C", "H", "C", "C", "H", "H", "H", "H", "Lu", "Cl", "C", "C", "C", "H", "C", "C", "H", "H", "H", "H", "Cl", "C", "C", "C", "C", "C", "C", "C", "H", "H", "H", "H", "H", "H"], "xyz": [[2.67325, -1.16111, 1.77785], [3.46842, -0.19145, 1.09108], [3.52022, -0.56350, -0.28637], [3.99856, 0.64625, 1.55323], [2.73093, -1.74161, -0.46306], [2.22031, -2.11970, 0.81464], [1.63299, -3.01117, 1.03439], [2.49190, -1.20156, 2.84982], [4.12549, -0.08169, -1.05563], [2.61350, -2.30417, -1.39347], [1.16565, 0.02705, 0.30403], [0.58156, 1.17088, 2.35377], [-0.15478, 1.97524, -1.07891], [0.28543, 1.06791, -2.10369], [1.71298, 1.15012, -2.19232], [-0.35818, 0.46337, -2.72999], [2.16086, 2.10881, -1.22362], [1.00982, 2.61615, -0.53310], [1.01554, 3.37269, 0.24406], [-1.18133, 2.17413, -0.80613], [2.32949, 0.62101, -2.90634], [3.18195, 2.43413, -1.06756], [-2.73903, -0.75176, -2.42770], [-3.09800, -0.53534, -0.76503], [-4.34647, -0.03737, -0.40829], [-4.63971, 0.22762, 0.93359], [-3.67200, -0.01257, 1.91297], [-2.43987, -0.54788, 1.57220], [-2.10576, -0.84871, 0.22057], [-0.80769, -1.39000, -0.08807], [-5.07791, 0.15914, -1.18779], [-5.61655, 0.63438, 1.20353], [-3.88038, 0.22752, 2.95766], [-1.68120, -0.71687, 2.33533], [-0.45847, -2.10674, 0.66934], [-0.66150, -1.75322, -1.11099]], "forces_ev_per_angstrom": [[0.8, -0.9, -0.4], [0.6, -0.9, -0.1], [0.4, -0.8, 0.5], [-0.4, -0.3, -0.3], [0.7, -0.1, 0.4], [0.9, 0.0, 0.5], [0.1, 0.4, -0.1], [-0.1, 0.2, -0.4], [-0.5, 0.0, 0.3], [-0.1, 0.4, 0.4], [-2.1, 2.3, -2.5], [-0.3, 0.4, 1.1], [1.3, -0.2, -0.4], [0.7, 0.7, 0.6], [-0.9, 0.5, 0.7], [0.1, 0.1, 0.2], [-1.1, -0.3, 0.1], [-0.1, -0.7, -1.0], [0.0, -0.2, -0.1], [0.0, -0.1, 0.1], [0.0, 0.0, 0.1], [-0.1, -0.1, 0.0], [0.0, -0.2, -0.8], [0.2, 0.1, 1.8], [0.2, 0.1, 0.4], [-0.2, 0.0, -0.3], [0.1, -0.1, 0.0], [-0.4, 0.0, -0.5], [-0.5, 0.3, -0.2], [0.8, -0.2, 0.1], [0.1, 0.0, 0.1], [0.3, -0.1, -0.1], [0.0, -0.1, -0.3], [-0.2, 0.0, -0.2], [-0.3, 0.0, -0.2], [-0.1, -0.1, 0.3]], "homo_lumo_gap_ev": 6.9348, "charge": -1, "spin_multiplicity": 1, "e_lumo_ev": 3.157, "e_homo_ev": -3.78, "mol_weight_g_mol": 466.19}